1.
# H22O11

11 unconnected molecules or ions with the total composition H22O11 (ωB97M-V with the def2-TZVPD basis set, OMol25).

Output
HOMO-LUMO gap: 10.39 eV
HOMO energy: -10.6263 eV
relative energy (zero: lowest compared OMol25 entry of this formula, charge and spin): 1.695 eV

Last column: natural (NBO) charge in e.
Positions of all 33 atoms, in Å:
O -0.747 -1.642 2.621  -0.945
H -0.239 -0.877 2.353  0.480
H -1.636 -1.309 2.746  0.476
O -2.540 1.564 -2.226  -0.964
H -2.173 1.931 -3.030  0.493
H -1.814 1.082 -1.828  0.480
O 0.330 0.048 0.389  -0.984
H -0.089 -0.326 -0.387  0.500
H -0.182 0.832 0.585  0.478
O -2.256 2.760 0.208  -0.969
H -2.798 2.377 -0.482  0.502
H -2.844 3.356 0.672  0.485
O 0.186 -1.686 -3.764  -0.939
H -0.636 -1.196 -3.779  0.459
H 0.464 -1.660 -2.849  0.480
O -1.447 -1.187 -1.642  -0.982
H -2.320 -0.989 -1.983  0.489
H -1.567 -1.980 -1.121  0.501
O 0.397 -3.457 0.870  -0.971
H 1.325 -3.469 1.101  0.474
H 0.048 -2.684 1.314  0.482
O 1.451 2.638 2.466  -0.935
H 2.027 2.490 1.716  0.472
H 1.299 1.765 2.828  0.464
O -0.228 3.888 -1.077  -0.974
H 0.366 4.266 -0.429  0.461
H -0.856 3.383 -0.562  0.484
O 2.422 -2.303 2.606  -0.944
H 2.947 -2.001 3.347  0.476
H 2.197 -1.503 2.130  0.468
O 2.792 -1.389 -1.277  -0.937
H 2.960 -0.612 -0.745  0.467
H 3.160 -2.112 -0.769  0.471

=====

2.
# C39H61IO20

9 unconnected molecules or ions with the total composition C39H61IO20 (ωB97M-V with the def2-TZVPD basis set, OMol25).

Output
HOMO-LUMO gap: 9.91 eV
HOMO energy: -9.4232 eV

Last column: Löwdin charge in e.
Positions of all 121 atoms, in Å:
C -4.281 -3.873 1.305  -0.085
C -4.983 -2.548 1.654  -0.219
C -4.822 -1.447 0.603  -0.169
O -4.021 -0.331 1.021  -0.093
O -2.700 -0.844 1.241  0.066
C -2.108 -0.036 2.138  -0.577
O -2.611 0.847 2.769  0.166
O -0.831 -0.437 2.197  0.015
C -0.333 -0.651 3.536  -0.278
C 0.406 -1.968 3.550  -0.768
C -0.450 -3.141 3.077  -0.149
I 0.999 -2.257 5.582  0.872
H -4.996 -4.694 1.248  0.068
H -3.789 -3.807 0.328  0.071
H -3.517 -4.134 2.041  0.063
H -6.052 -2.714 1.800  0.092
H -4.601 -2.167 2.606  0.109
H -5.773 -0.969 0.353  0.134
H -4.388 -1.837 -0.321  0.097
H -1.162 -0.675 4.247  0.116
H 0.330 0.182 3.780  0.095
H 1.311 -1.884 2.953  0.054
H -1.477 -3.016 3.443  0.081
H -0.067 -4.092 3.438  0.063
H -0.497 -3.141 1.985  0.084
O -9.654 -1.675 3.749  0.114
C -8.807 -0.830 3.701  -0.492
O -7.541 -1.104 3.318  0.014
C -6.704 0.066 3.461  -0.130
C -7.672 1.245 3.436  -0.140
C -8.925 0.638 4.063  -0.070
H -6.167 -0.015 4.409  0.133
H -5.980 0.081 2.652  0.107
H -7.286 2.117 3.957  0.117
H -7.876 1.530 2.404  0.120
H -8.920 0.715 5.152  0.129
H -9.858 1.044 3.685  0.125
O -3.288 -1.399 -2.351  0.111
C -2.461 -0.537 -2.257  -0.476
O -1.154 -0.770 -2.519  0.030
C -0.361 0.373 -2.153  -0.152
C -1.327 1.557 -2.195  -0.131
C -2.639 0.893 -1.779  -0.062
H 0.044 0.204 -1.156  0.113
H 0.469 0.467 -2.846  0.100
H -1.015 2.375 -1.549  0.118
H -1.407 1.939 -3.214  0.110
H -2.761 0.865 -0.695  0.111
H -3.530 1.330 -2.221  0.129
O 2.530 0.403 -1.105  0.098
C 2.658 0.873 -0.010  -0.485
O 2.589 2.196 0.225  0.036
C 2.878 2.466 1.616  -0.134
C 2.575 1.161 2.349  -0.126
C 2.914 0.128 1.276  -0.056
H 3.930 2.738 1.698  0.097
H 2.257 3.300 1.936  0.126
H 3.135 1.050 3.275  0.126
H 1.510 1.112 2.588  0.089
H 3.967 -0.160 1.294  0.140
H 2.297 -0.766 1.325  0.107
O -6.193 -4.385 3.820  0.126
C -6.596 -4.035 4.888  -0.473
O -5.758 -3.626 5.877  0.021
C -6.502 -3.342 7.073  -0.155
C -7.927 -3.064 6.604  -0.142
C -8.030 -3.962 5.372  -0.068
H -6.445 -4.215 7.727  0.125
H -6.030 -2.498 7.571  0.122
H -8.673 -3.263 7.370  0.116
H -8.021 -2.019 6.303  0.105
H -8.353 -4.974 5.623  0.133
H -8.669 -3.564 4.589  0.101
O 2.264 3.464 -7.163  0.113
C 2.082 2.326 -6.838  -0.500
O 2.292 1.290 -7.682  0.021
C 1.910 0.048 -7.057  -0.144
C 1.969 0.326 -5.560  -0.149
C 1.595 1.807 -5.498  -0.069
H 0.904 -0.208 -7.394  0.127
H 2.600 -0.724 -7.388  0.124
H 1.321 -0.329 -4.980  0.108
H 2.989 0.193 -5.198  0.121
H 0.516 1.959 -5.442  0.128
H 2.087 2.331 -4.683  0.130
O 2.915 -3.739 1.492  0.111
C 3.241 -3.693 0.343  -0.496
O 4.323 -3.008 -0.074  0.024
C 4.399 -3.017 -1.513  -0.144
C 3.595 -4.238 -1.948  -0.148
C 2.535 -4.311 -0.851  -0.069
H 3.971 -2.081 -1.877  0.119
H 5.448 -3.062 -1.793  0.125
H 3.194 -4.143 -2.954  0.114
H 4.225 -5.128 -1.915  0.116
H 1.664 -3.695 -1.080  0.132
H 2.208 -5.319 -0.613  0.125
O 6.219 2.054 1.399  0.105
C 6.770 2.967 0.852  -0.489
O 7.565 2.793 -0.219  0.037
C 8.186 4.038 -0.595  -0.141
C 7.280 5.123 -0.023  -0.145
C 6.734 4.438 1.229  -0.074
H 9.186 4.059 -0.159  0.126
H 8.267 4.084 -1.678  0.117
H 7.806 6.055 0.169  0.115
H 6.470 5.328 -0.722  0.120
H 7.383 4.576 2.095  0.131
H 5.722 4.734 1.495  0.118
O 7.339 4.715 -4.381  0.108
C 6.892 4.371 -5.437  -0.491
O 5.973 3.389 -5.548  0.030
C 5.694 3.117 -6.936  -0.143
C 6.090 4.386 -7.680  -0.142
C 7.241 4.901 -6.817  -0.074
H 6.292 2.255 -7.241  0.129
H 4.642 2.882 -7.046  0.094
H 6.352 4.202 -8.719  0.116
H 5.261 5.093 -7.659  0.121
H 8.202 4.474 -7.107  0.130
H 7.328 5.983 -6.789  0.123

=====

3.
# C4F4O3

C4F4O3 in the gas phase (ωB97M-V with the def2-TZVPD basis set, OMol25).

Output
HOMO-LUMO gap: 10.89 eV
HOMO energy: -10.9630 eV
relative energy (zero: lowest compared OMol25 entry of this formula, charge and spin): 0.000 eV

Last column: natural (NBO) charge in e.
Positions of all 11 atoms, in Å:
C -2.204 -0.214 -0.016  0.997
C 0.878 -0.376 0.094  0.099
C 2.165 -0.088 -0.123  0.749
C -0.223 0.579 -0.027  0.834
O -3.255 -0.619 -0.227  -0.497
O -1.224 0.388 -0.950  -0.549
O -1.390 -0.073 1.093  -0.561
F 0.467 -1.643 0.361  -0.282
F 3.195 -0.884 -0.079  -0.255
F 2.407 1.165 -0.397  -0.275
F 0.023 1.837 0.233  -0.260

=====

4.
# C15H24NO3

A gas-phase ion, C15H24NO3 (charge +1) (ωB97M-V with the def2-TZVPD basis set, OMol25).

Output
HOMO-LUMO gap: 8.34 eV
net charge: +1
HOMO energy: -11.1013 eV
relative energy (zero: lowest compared OMol25 entry of this formula, charge and spin): 1.340 eV

Last column: natural (NBO) charge in e.
Positions of all 43 atoms, in Å:
C 5.964 0.443 0.161  -0.607
H 6.914 0.266 0.657  0.223
C 5.036 1.237 1.071  -0.412
C 3.678 1.495 0.426  -0.067
H 3.099 2.200 1.037  0.182
H 3.812 1.916 -0.579  0.178
O 2.988 0.256 0.345  -0.517
C 1.759 0.204 -0.207  0.338
C 1.082 1.321 -0.689  -0.296
C -0.192 1.235 -1.222  -0.210
C -0.833 0.008 -1.295  -0.115
C -0.161 -1.120 -0.839  -0.241
C 1.118 -1.058 -0.297  0.271
O 1.595 -2.253 0.111  -0.488
C 2.953 -2.441 0.465  -0.244
H 3.049 -3.512 0.640  0.201
H 3.619 -2.146 -0.348  0.184
H 3.215 -1.897 1.372  0.192
H -0.603 -2.101 -0.911  0.224
C -2.216 -0.115 -1.864  -0.227
H -2.342 -1.086 -2.348  0.234
H -2.396 0.674 -2.597  0.234
N -3.287 0.001 -0.811  -0.340
H -4.194 -0.087 -1.285  0.428
C -3.213 -1.077 0.205  -0.265
H -3.271 -2.048 -0.288  0.235
H -2.253 -0.989 0.719  0.250
C -4.362 -0.916 1.206  -0.089
O -4.313 0.342 1.824  -0.492
C -4.418 1.380 0.887  -0.089
H -4.368 2.313 1.451  0.235
C -3.271 1.317 -0.127  -0.265
H -3.371 2.113 -0.866  0.234
H -2.312 1.415 0.385  0.249
H -5.386 1.333 0.364  0.173
H -4.270 -1.655 2.002  0.236
H -5.329 -1.059 0.698  0.174
H -0.666 2.130 -1.595  0.214
H 1.555 2.288 -0.648  0.236
H 5.486 2.201 1.308  0.217
H 4.880 0.695 2.005  0.211
H 6.154 0.987 -0.761  0.206
H 5.523 -0.519 -0.087  0.204

=====

5.
# C18H24N2O2S

C18H24N2O2S in the gas phase (ωB97M-V with the def2-TZVPD basis set, OMol25).

Output
HOMO-LUMO gap: 9.19 eV
HOMO energy: -8.5774 eV
relative energy (zero: lowest compared OMol25 entry of this formula, charge and spin): 2.378 eV

Last column: natural (NBO) charge in e.
Positions of all 47 atoms, in Å:
C -1.396 -3.830 -2.018  -0.603
H -0.738 -4.469 -2.603  0.213
H -2.358 -3.790 -2.523  0.209
H -1.522 -4.288 -1.040  0.207
C -0.768 -2.436 -1.907  -0.089
C -1.630 -1.466 -1.109  0.029
C -2.836 -1.859 -0.547  -0.225
C -3.629 -0.996 0.193  -0.235
C -3.224 0.309 0.380  -0.203
C -2.028 0.736 -0.169  -0.298
C -1.227 -0.130 -0.905  0.286
O -0.038 0.272 -1.451  -0.521
C 0.520 1.502 -1.040  -0.119
C 1.969 1.529 -1.546  -0.063
O 2.701 2.649 -1.113  -0.531
C 3.022 2.678 0.263  -0.080
C 2.159 3.683 1.027  -0.549
H 2.409 4.701 0.735  0.233
H 1.098 3.508 0.865  0.235
S 2.463 3.586 2.821  0.290
C 1.536 2.173 3.249  0.255
N 0.845 1.546 2.303  -0.520
C 0.146 0.486 2.680  0.093
C 0.130 0.040 3.992  -0.328
C 0.893 0.773 4.894  0.095
N 1.591 1.830 4.530  -0.464
H 0.952 0.512 5.943  0.200
H -0.441 -0.822 4.291  0.230
H -0.415 -0.010 1.897  0.211
H 2.910 1.682 0.707  0.181
H 4.072 2.979 0.342  0.190
H 1.979 1.579 -2.638  0.194
H 2.464 0.598 -1.234  0.166
H -0.035 2.350 -1.464  0.174
H 0.516 1.568 0.054  0.214
H -1.727 1.762 -0.023  0.222
H -3.828 1.000 0.948  0.214
H -4.559 -1.348 0.614  0.212
H -3.182 -2.870 -0.676  0.216
C -0.576 -1.898 -3.331  -0.605
H 0.025 -2.593 -3.914  0.203
H -0.075 -0.936 -3.318  0.228
H -1.541 -1.782 -3.820  0.207
C 0.592 -2.594 -1.212  -0.603
H 0.455 -2.957 -0.195  0.204
H 1.206 -3.310 -1.754  0.205
H 1.120 -1.647 -1.178  0.222